--- a ---
Entry from OMol25: a cluster of 2 separate species, C4H4N2S in total (ωB97M-V with the def2-TZVPD basis set).

Structure (XYZ):
```
11
Properties=species:S:1:pos:R:3:lowdin_charge:R:1
N -1.1268 -2.7215 0.3875 0.1418
C -1.0725 -1.6713 -0.0725 -0.2687
C -0.9701 -0.3999 -0.6495 -0.1190
C -1.8397 0.5621 -0.4765 -0.1589
N -2.4953 1.5184 -0.1630 0.2026
H -0.1246 -0.2475 -1.3081 0.1109
H -3.3359 1.8436 -0.6131 0.0905
C 2.6761 0.2917 0.8199 -0.5916
S 3.6064 0.1456 -0.4803 0.5993
H 2.7116 -0.4273 1.6291 -0.0010
H 1.9708 1.1062 0.9266 -0.0060
```

Properties
* SMILES: N#CC=C=N.C=S
* HOMO energy: -9.0 eV

***

--- b ---
Entry from OMol25: an isolated molecule of C4H4N2S (ωB97M-V with the def2-TZVPD basis set).

Structure (XYZ):
```
11
Properties=species:S:1:pos:R:3:lowdin_charge:R:1
C -2.4493 2.1256 -0.1078 -0.5506
C 0.2618 -0.2053 0.2663 -0.2624
C 0.3821 0.4851 1.4001 -0.3613
C -0.3905 0.2000 -0.8622 0.0601
N -3.4042 2.5738 -0.5540 0.1228
N -1.3518 1.7092 0.2692 -0.4044
S -0.8406 1.6468 1.7761 1.0256
H 0.5111 -1.1702 0.2911 0.0737
H 1.1877 0.2781 2.1135 0.0867
H -0.2667 1.0899 -1.5494 0.1176
H -1.0750 -0.4362 -1.4256 0.0923
```

Properties
* HOMO energy (alpha / beta): -8.3 / -8.3 eV

***

--- c ---
Entry from OMol25: an isolated molecule of C4H4N2S (ωB97M-V with the def2-TZVPD basis set).

Structure (XYZ):
```
11
Properties=species:S:1:pos:R:3:lowdin_charge:R:1
C 0.4233 -1.3247 -0.0809 -0.1657
N 1.5425 -0.7335 -0.3167 0.0661
N 1.5154 0.6511 0.2356 0.0509
C 0.4595 1.3910 -0.0311 -0.1577
C -0.6286 0.6356 -0.4000 -0.5808
S -2.2841 -0.0099 -0.0681 0.9256
C -0.7186 -0.5587 0.4990 -0.5655
H 0.4997 -2.3286 -0.3521 0.0891
H 0.5095 2.4134 0.3005 0.1130
H -0.6674 0.3993 -1.4227 0.0817
H -0.6511 -0.5349 1.6365 0.1435
```

Properties
* SMILES: C1=NN=C[C@@H]2S[C@@H]12
* HOMO energy: -9.3 eV

***

--- d ---
Entry from OMol25: an isolated molecule of C4H4N2S (ωB97M-V with the def2-TZVPD basis set).

Structure (XYZ):
```
11
Properties=species:S:1:pos:R:3:lowdin_charge:R:1
S -3.4937 0.1266 0.0122 0.4878
N -2.0239 -0.6885 -0.1121 -0.4513
C -0.8570 -0.1114 -0.0190 -0.4402
C -0.0887 1.1723 -0.0289 0.0242
C 1.2729 0.8386 0.0318 -0.0807
C 1.4505 -0.5849 0.0442 -0.0945
N 0.2222 -1.1075 -0.0898 0.0148
H -0.4615 2.1014 0.0204 0.0564
H 2.0293 1.6372 -0.2041 0.1159
H 2.2369 -1.3403 -0.0606 0.1219
H -0.2871 -2.0436 0.4061 0.2459
```

Properties
* SMILES: S=Nc1ccc[nH]1
* HOMO energy: -8.0 eV

***

Which one sits at the bottom of the stability order? c does.

***

--- a ---
Entry from OMol25: an isolated molecule of C4H4N2S (ωB97M-V with the def2-TZVPD basis set).

Structure (XYZ):
```
11
Properties=species:S:1:pos:R:3:lowdin_charge:R:1
C 0.8415 0.2406 -1.8069 -0.0371
C 0.1776 0.8843 -0.9113 -0.2218
N -0.4364 0.3670 0.2706 0.0087
C -0.4224 -0.8492 0.8964 -0.8221
S 0.5547 -2.1131 0.5973 0.7442
C -0.9259 -0.6917 2.2977 -0.1724
N -1.0153 -0.9057 3.5718 0.1296
H 1.3840 1.0109 -2.4855 0.0936
H 0.7393 -0.9077 -1.9736 0.0757
H 0.0713 2.0131 -1.1879 0.1465
H -0.9684 0.9514 0.7314 0.0548
```

Properties
* SMILES: C=CNC(=S)C#N
* HOMO energy: -9.2 eV

***

--- b ---
Entry from OMol25: an isolated molecule of C4H4N2S (ωB97M-V with the def2-TZVPD basis set).

Structure (XYZ):
```
11
Properties=species:S:1:pos:R:3:lowdin_charge:R:1
N 3.1372 -1.0294 -0.0413 0.1393
C 2.2500 -0.2328 -0.0190 -0.2496
C 1.3470 0.8459 0.0657 -0.0627
C -0.0002 0.7302 -0.0133 -0.4491
N -0.9092 1.7462 -0.0786 0.0983
C -0.5321 -0.6012 0.0621 -0.6188
S -2.0929 -0.8831 -0.0195 0.7786
H 1.7939 1.8631 0.0966 0.1292
H -1.8723 1.6460 0.2849 0.0821
H -0.5688 2.6441 -0.0110 0.0689
H 0.1483 -1.4929 0.2075 0.0839
```

Properties
* SMILES: N#C/C=C(/N)C=S
* HOMO energy: -9.2 eV

***

--- c ---
Entry from OMol25: an isolated molecule of C4H4N2S (ωB97M-V with the def2-TZVPD basis set).

Structure (XYZ):
```
11
Properties=species:S:1:pos:R:3:lowdin_charge:R:1
H 1.1243 1.9938 -0.1380 0.0654
N 0.1405 1.6284 -0.0459 0.0898
C 0.2863 0.2620 -0.2998 -0.3883
C 1.4362 -0.5678 -0.1766 -0.0411
C 2.6496 -0.9491 0.3090 0.1532
N -0.9152 -0.5531 -0.2400 -0.0203
C -2.0444 0.1999 0.1709 -0.7230
S -3.5304 -0.4440 -0.0037 0.6079
H 3.5998 -1.4122 0.0233 0.0283
H -0.9261 -1.5006 -0.3264 0.0766
H -1.8206 1.3428 0.7273 0.1515
```

Properties
* SMILES: [H]/N=C(\C#C)NC=S
* HOMO energy: -8.7 eV

***

Which one sits at the bottom of the stability order? c does.

***

--- a ---
Entry from OMol25: an isolated molecule of C2H3ClOS (ωB97M-V with the def2-TZVPD basis set).

Structure (XYZ):
```
8
Properties=species:S:1:pos:R:3:lowdin_charge:R:1
C -0.2135 0.2237 -0.0636 -0.0790
C -0.2007 1.4757 0.6585 -0.6936
O 0.4294 2.4774 0.6876 0.0532
S -1.8992 1.4673 1.7155 0.3307
Cl -2.1460 3.3666 2.1455 0.1054
H -0.9904 0.4739 -0.7646 0.0935
H 0.7486 0.2139 -0.4686 0.0771
H -0.5360 -0.5392 0.7146 0.1127
```

Properties
* SMILES: CC(=O)SCl
* HOMO energy: -9.1 eV

***

--- b ---
Entry from OMol25: an isolated molecule of C2H3ClOS (ωB97M-V with the def2-TZVPD basis set).

Structure (XYZ):
```
8
Properties=species:S:1:pos:R:3:lowdin_charge:R:1
O -0.1016 -0.3401 -1.6424 -0.0293
C 0.0866 -0.2334 -0.4263 -0.9909
S 0.8002 -1.5240 0.4661 0.8031
C -0.4587 0.7644 0.4466 -0.6762
Cl -1.0241 2.2195 -0.3233 0.6514
H 1.6671 -1.7794 -0.7650 0.0315
H -1.1412 -0.0950 0.9631 0.1513
H 0.1718 0.9878 1.2813 0.0590
```

Properties
* SMILES: O=C(S)CCl
* HOMO energy: -10.1 eV

***

Which one sits at the bottom of the stability order? b does.

***

--- a ---
Entry from OMol25: the ion HO5S2 with charge -1 (ωB97M-V with the def2-TZVPD basis set).

Structure (XYZ):
```
8
Properties=species:S:1:pos:R:3:lowdin_charge:R:1
O 2.6090 -1.1516 0.3240 -0.5623
S 1.7725 -0.2446 -0.4671 0.5747
O 2.3145 1.1095 -0.5655 -0.5455
S -0.2499 0.2043 0.8746 0.7761
O -0.8151 1.3591 0.0583 -0.6154
O -1.3205 -1.0655 0.4567 -0.4820
O -2.4011 -0.5241 -0.2632 -0.1282
H -1.9093 0.3129 -0.4178 -0.0174
```

Properties
* SMILES: O=S([O-])#S(=O)OO
* HOMO energy: -3.6 eV
* charge: -1

***

--- b ---
Entry from OMol25: a cluster of 2 separate species, HO5S2 in total (ωB97M-V with the def2-TZVPD basis set).

Structure (XYZ):
```
8
Properties=species:S:1:pos:R:3:lowdin_charge:R:1
O -0.7750 2.8262 2.5686 -0.5323
O -2.6282 2.5601 0.7849 -0.6530
O -1.4887 1.1396 -1.1719 -0.5584
O 0.6372 0.1023 1.6520 -0.3123
O -0.2580 -0.8081 1.0100 -0.4872
S -1.0102 2.6808 1.1125 0.6865
S -1.7634 0.9772 0.2760 0.8052
H 1.1883 0.3985 0.8923 0.0516
```

Properties
* HOMO energy (alpha / beta): -3.5 / -3.5 eV
* charge: -1

***

--- c ---
Entry from OMol25: the ion HO5S2 with charge -1 (ωB97M-V with the def2-TZVPD basis set).

Structure (XYZ):
```
8
Properties=species:S:1:pos:R:3:lowdin_charge:R:1
O -2.5125 0.9549 0.4492 -0.5046
O -2.2919 -1.1364 -0.7746 -0.5105
O 2.1510 -0.0030 -1.2482 -0.4809
O -0.0255 0.1746 0.2398 -0.4917
O 2.4779 -0.1597 1.2199 -0.5004
S -1.7813 0.2502 -0.6188 0.7625
S 1.8911 0.5527 0.0571 0.7415
H 0.0911 -0.6333 0.6756 -0.0160
```

Properties
* HOMO energy: -5.5 eV
* charge: -1

***

Which one sits at the bottom of the stability order? b does.